# 1
Entry from the OMol25 dataset: 9 unconnected molecules or ions with the total composition C32H49NO28 at a distorted geometry (ωB97M-V with the def2-TZVPD basis set).

The geometry in XYZ format:
```
110
Properties=species:S:1:pos:R:3:forces:R:3:mulliken_charge:R:1
C -0.3717 -0.3378 -0.9627 -0.19 -0.28 0.18 -0.434
C -0.3264 -1.0139 -2.3038 -0.50 -0.86 -0.13 0.662
O -0.7204 -2.1422 -2.4964 0.44 0.84 0.12 -0.578
O 0.1878 -0.2323 -3.2873 0.25 0.08 0.15 -0.379
C 1.4681 -0.6761 -3.7924 0.31 -0.28 -0.15 -0.683
C 2.5938 0.2721 -3.3695 -0.30 -0.22 -0.09 -0.363
O 3.1173 0.9470 -4.4987 0.11 0.15 0.09 -0.167
C 3.0701 2.3756 -4.4379 -0.06 -0.38 0.06 0.041
C 4.0784 2.8999 -5.4634 0.21 0.07 0.35 -0.918
N 3.7476 4.1235 -6.1646 -0.19 -0.22 -0.01 -0.296
C 2.5562 4.1086 -7.0002 -0.05 -0.16 -0.08 -0.444
C 1.3120 4.8002 -6.4246 -0.22 0.02 -0.12 -0.454
O 1.5947 6.0114 -5.7356 0.11 -0.09 -0.03 -0.557
H 0.6138 0.0685 -0.7245 -0.10 0.10 -0.04 0.149
H -0.6640 -1.0829 -0.2211 0.00 0.15 -0.01 0.019
H -1.1122 0.4652 -0.9627 0.17 0.06 -0.06 0.288
H 1.4361 -0.7086 -4.8834 -0.16 0.05 0.11 0.295
H 1.6764 -1.6874 -3.4340 -0.18 0.04 -0.04 0.427
H 3.3957 -0.3080 -2.9047 0.01 0.10 0.01 0.053
H 2.1855 0.9652 -2.6263 0.15 0.06 -0.06 0.603
H 3.3578 2.6863 -3.4299 -0.03 0.15 -0.04 0.420
H 2.0467 2.7218 -4.6337 0.06 -0.02 -0.10 0.097
H 4.2795 2.0854 -6.1669 -0.18 0.15 -0.16 0.280
H 5.0089 3.0729 -4.9210 0.01 0.00 -0.19 0.177
H 3.7840 4.9286 -5.5574 0.11 0.08 -0.09 0.256
H 2.2818 3.0628 -7.1890 0.06 0.09 -0.04 0.191
H 2.7854 4.5426 -7.9809 0.03 0.11 0.15 0.390
H 0.7293 4.1260 -5.7839 0.17 0.02 0.04 0.201
H 0.6592 5.0757 -7.2583 0.05 0.00 0.11 0.370
H 2.0163 5.7870 -4.8989 -0.10 0.05 -0.02 0.307
C -3.8214 -3.9166 0.2921 0.09 -0.11 -0.04 -0.337
C -2.7399 -3.4670 1.2530 -0.02 -0.04 -0.05 -0.053
O -2.9509 -2.0390 1.2805 0.11 -0.06 0.04 -0.317
C -4.2231 -1.7934 0.9329 -0.04 0.05 0.08 0.632
O -4.7513 -0.7245 1.0385 0.00 -0.06 -0.05 -0.614
O -4.8245 -2.8972 0.4672 0.00 -0.06 -0.07 -0.340
H -4.2384 -4.8902 0.5297 -0.11 0.06 0.05 0.316
H -3.4898 -3.9041 -0.7465 0.01 0.04 0.01 0.245
H -2.8788 -3.8558 2.2604 -0.01 0.02 0.02 0.137
H -1.7364 -3.6957 0.9165 0.05 0.12 -0.03 0.289
C 4.7583 -1.9491 -6.6302 0.04 0.11 -0.10 -0.029
C 6.1413 -2.1139 -6.0280 0.03 0.02 -0.11 -0.359
O 5.8545 -2.1526 -4.6242 0.03 -0.04 -0.03 -0.344
C 4.5698 -2.5499 -4.4620 -0.08 0.10 0.02 0.733
O 4.0749 -2.8184 -3.4151 0.04 -0.01 0.05 -0.531
O 3.9272 -2.5787 -5.6472 0.01 -0.01 -0.01 -0.311
H 4.6372 -2.4447 -7.5892 -0.06 -0.09 0.06 0.315
H 4.4614 -0.9027 -6.7158 0.01 0.01 0.05 -0.013
H 6.6135 -3.0548 -6.3144 -0.02 -0.01 0.01 0.250
H 6.8130 -1.2884 -6.2463 -0.02 0.04 0.11 0.328
C 6.5506 0.0892 -1.8347 0.05 -0.17 0.00 0.224
C 7.8952 0.7901 -1.8629 0.04 -0.10 0.11 -0.434
O 7.5954 2.0051 -2.5644 0.04 0.00 -0.02 -0.365
C 6.2768 2.2532 -2.4354 -0.18 -0.12 0.05 0.615
O 5.7345 3.2586 -2.7738 0.12 0.07 0.11 -0.593
O 5.6417 1.1991 -1.8801 -0.01 0.05 -0.03 -0.182
H 6.3862 -0.4926 -0.9322 -0.12 0.14 0.06 0.327
H 6.3776 -0.5366 -2.7124 0.04 0.04 0.00 -0.192
H 8.2487 1.0459 -0.8634 -0.02 0.00 0.01 0.269
H 8.6673 0.2375 -2.3908 -0.01 0.08 -0.11 0.338
C -4.7935 0.1535 4.0815 -0.04 0.13 0.06 -0.034
C -4.5561 1.3851 4.9336 0.02 0.03 -0.08 -0.348
O -4.5924 0.8455 6.2639 0.01 0.09 -0.06 -0.328
C -4.2967 -0.4728 6.2000 -0.02 0.01 0.00 0.651
O -4.0849 -1.1575 7.1501 0.00 -0.03 0.05 -0.558
O -4.2745 -0.8935 4.9218 0.00 -0.01 -0.07 -0.298
H -4.2709 0.1644 3.1337 0.07 -0.10 -0.02 0.077
H -5.8536 -0.0322 3.9070 0.00 -0.02 0.01 0.235
H -3.5716 1.8257 4.7683 0.00 -0.02 -0.01 0.246
H -5.3182 2.1504 4.8184 -0.05 -0.04 0.12 0.347
C 2.6072 0.7126 3.1450 -0.09 0.01 0.01 -0.361
C 2.3924 -0.6301 2.4730 -0.03 0.00 0.03 0.062
O 3.4518 -0.6576 1.5104 -0.04 0.01 0.00 -0.331
C 4.4379 0.1676 1.9369 0.03 -0.07 0.11 0.683
O 5.5264 0.2264 1.4679 0.05 -0.01 -0.14 -0.525
O 4.0167 0.9001 2.9921 -0.03 0.06 0.01 -0.351
H 2.3453 0.7218 4.1993 0.11 0.01 0.03 0.306
H 2.0866 1.5239 2.6334 0.00 -0.02 -0.02 0.274
H 2.5228 -1.4668 3.1619 0.03 0.01 0.01 0.158
H 1.4333 -0.7206 1.9742 0.00 0.00 -0.14 0.090
C -6.4186 1.0382 -2.1163 0.06 -0.07 -0.05 -0.369
C -5.2991 1.4557 -1.1839 0.00 -0.07 0.00 0.174
O -5.4734 2.8784 -1.1240 0.03 -0.02 -0.02 -0.351
C -6.7612 3.1654 -1.4267 0.03 -0.04 0.01 0.633
O -7.2655 4.2316 -1.3006 -0.03 0.06 0.01 -0.523
O -7.3938 2.0613 -1.8918 -0.01 -0.02 -0.02 -0.346
H -6.8371 0.0635 -1.8806 -0.10 0.06 0.06 0.302
H -6.1224 1.0631 -3.1667 0.01 0.01 0.01 0.272
H -5.4128 1.0374 -0.1869 -0.02 0.02 -0.02 0.062
H -4.3085 1.2167 -1.5635 0.02 0.13 -0.02 0.173
C -6.5617 0.8388 8.9664 0.10 -0.05 0.05 -0.065
C -6.4940 1.3557 10.3900 0.05 -0.08 0.02 -0.287
O -7.4013 2.4618 10.3538 0.02 0.00 0.03 -0.338
C -8.2780 2.2665 9.3386 0.03 -0.02 0.00 0.651
O -9.2498 2.9197 9.1501 -0.05 0.03 -0.01 -0.520
O -7.8856 1.2225 8.5721 0.01 -0.02 -0.01 -0.339
H -6.4435 -0.2383 8.8874 -0.11 -0.01 -0.04 0.307
H -5.8438 1.3262 8.3092 0.01 0.02 0.01 0.077
H -6.8578 0.6280 11.1175 -0.02 -0.01 -0.01 0.239
H -5.5044 1.6951 10.6830 -0.04 0.11 -0.01 0.285
C 1.2919 -5.3945 4.7556 0.03 0.04 0.07 -0.327
C 0.0544 -4.5948 5.1198 0.02 -0.02 0.08 -0.324
O -0.5712 -4.4183 3.8421 0.00 0.06 0.03 -0.237
C -0.1507 -5.4077 3.0188 -0.04 -0.05 -0.01 0.677
O -0.6218 -5.6359 1.9515 0.02 -0.02 -0.02 -0.514
O 0.8648 -6.0928 3.5798 0.05 0.00 0.03 -0.352
H 1.5946 -6.1053 5.5188 -0.04 -0.09 -0.07 0.297
H 2.1392 -4.7588 4.4939 0.00 0.01 -0.01 0.238
H -0.6264 -5.1474 5.7680 0.01 -0.01 -0.01 0.265
H 0.2707 -3.6277 5.5644 -0.04 0.05 -0.10 0.292
```
Positions in Å, forces in eV/Å.

Summary:
maximum force = 1.01 eV/A
highest occupied orbital energy = -8.6 eV
HOMO-LUMO gap = 0.302 Ha
SMILES = CC(=O)OCCOCCNCCO.O=C1OCCO1.O=C1OCCO1.O=C1OCCO1.O=C1OCCO1.O=C1OCCO1.O=C1OCCO1.O=C1OCCO1.O=C1OCCO1

---

# 2
Entry from the OMol25 dataset: a single C6H10O molecule at a distorted geometry (ωB97M-V with the def2-TZVPD basis set).

The geometry in XYZ format:
```
17
Properties=species:S:1:pos:R:3:forces:R:3:nbo_charge:R:1
O 2.7782 -1.6200 0.9977 0.52 -0.06 -0.18 -0.513
C 2.5980 -0.7750 0.1646 -1.42 1.01 0.73 0.451
C 1.4235 -0.7080 -0.7630 1.50 0.16 -1.80 -0.507
C 0.2544 0.1942 -0.4427 -0.25 0.29 1.71 -0.389
C -0.7109 -0.4224 0.6413 0.89 0.11 -1.95 -0.448
C -2.2603 1.4183 -0.0381 1.32 -0.08 1.13 -0.420
C -1.8598 0.5077 0.8721 -2.02 -0.26 -0.23 -0.169
H 3.1748 0.1715 0.0631 0.68 -0.37 0.38 0.091
H 1.9499 -0.2573 -1.7008 -1.17 -1.13 1.00 0.212
H 1.0297 -1.7154 -0.9088 0.19 -0.05 -0.41 0.223
H -0.2397 0.3311 -1.4073 -0.25 0.34 0.42 0.221
H 0.5418 1.1712 0.0224 0.16 -0.50 -0.90 0.203
H -1.1606 -1.3126 0.1557 -0.03 0.28 0.28 0.217
H -0.1077 -0.8601 1.4276 -0.12 0.48 0.72 0.227
H -1.4434 1.9824 -0.4871 -0.70 -0.27 -1.07 0.194
H -3.3113 1.6348 -0.1861 0.22 0.73 0.43 0.208
H -2.6567 0.2596 1.5896 0.48 -0.70 -0.26 0.197
```
Positions in Å, forces in eV/Å.

Summary:
maximum force = 2.35 eV/A
highest occupied orbital energy = -9.3 eV
HOMO-LUMO gap = 0.371 Ha
SMILES = C=CCCCC=O
energy above the lowest of the compared OMol25 structures with the same formula, charge and spin = 1.841 eV

---

# 3
Entry from the OMol25 dataset: a molecular structure, C46H54CrN10O4S3Se (ωB97M-V with the def2-TZVPD basis set).

The geometry in XYZ format:
```
119
Properties=species:S:1:pos:R:3:forces:R:3:mulliken_charge:R:1
Cr 0.7037 -0.1656 1.5328 0.62 0.04 0.78 -1.064
C -2.9619 -5.7414 1.0575 0.01 0.02 -0.01 -1.574
C -2.9379 -4.9167 -0.2389 0.03 -0.02 -0.02 1.877
C -2.2381 -5.7358 -1.3238 -0.01 0.05 0.01 -2.092
C -4.3720 -4.6160 -0.6943 0.01 0.02 -0.01 -1.676
C -2.2129 -3.6077 0.0445 0.05 -0.01 0.07 0.151
C -2.7198 -2.7176 0.9921 -0.05 -0.01 -0.07 -1.091
C -2.0058 -1.5886 1.3225 0.00 0.05 0.08 -1.175
N -0.8309 -1.2966 0.7648 -0.06 -0.27 -0.31 1.002
C -0.3702 -2.0849 -0.2175 0.11 0.17 -0.08 0.477
C -1.0265 -3.2481 -0.5801 -0.03 -0.03 -0.09 -0.284
C 0.8739 -1.5988 -0.8798 -0.16 0.07 0.09 0.041
C 1.4942 -2.2593 -1.9185 0.03 -0.07 -0.03 -0.541
C 2.6644 -1.7488 -2.4742 -0.08 -0.04 -0.07 -0.093
C 3.1242 -0.5400 -1.9710 -0.01 0.05 -0.02 -0.774
C 2.4549 0.0724 -0.9332 -0.08 0.16 0.00 -0.168
N 1.3567 -0.4447 -0.3904 0.08 -0.21 -0.28 1.222
C 3.4302 -2.4585 -3.5833 0.01 0.01 0.02 1.827
C 3.4627 -1.5493 -4.8200 -0.02 0.01 0.02 -1.614
C 2.7859 -3.7897 -3.9679 0.01 0.01 0.02 -2.174
C 4.8596 -2.7284 -3.0895 -0.03 -0.01 0.04 -1.554
H -3.5187 -6.6667 0.8985 0.01 0.00 0.00 0.431
H -3.4334 -5.1962 1.8757 -0.02 -0.01 -0.01 0.363
H -1.9477 -5.9992 1.3682 -0.01 0.00 0.01 0.360
H -2.7827 -6.6672 -1.4817 0.00 0.00 0.00 0.427
H -1.2171 -5.9927 -1.0354 -0.01 -0.02 -0.01 0.410
H -2.2088 -5.1992 -2.2746 0.00 -0.02 0.00 0.408
H -4.8830 -5.5478 -0.9424 -0.01 0.00 0.02 0.466
H -4.3718 -3.9800 -1.5816 -0.01 -0.01 0.00 0.374
H -4.9481 -4.1140 0.0836 0.00 0.00 -0.01 0.330
H -3.6561 -2.9095 1.4973 0.00 0.01 0.00 0.506
H -2.3703 -0.8926 2.0671 0.06 -0.04 0.06 0.563
H -0.5957 -3.8745 -1.3447 -0.04 -0.01 0.00 0.563
H 1.0728 -3.1825 -2.2824 0.03 0.00 -0.01 0.557
H 4.0300 -0.0848 -2.3464 -0.02 0.00 -0.02 0.255
H 2.8090 0.9966 -0.4963 0.06 -0.05 0.09 0.131
H 2.4502 -1.3298 -5.1645 0.01 0.00 -0.01 0.366
H 4.0037 -2.0416 -5.6303 0.01 0.00 0.01 0.456
H 3.9587 -0.6014 -4.6073 0.01 -0.01 -0.01 0.284
H 1.7764 -3.6518 -4.3612 0.00 -0.01 0.00 0.406
H 2.7427 -4.4725 -3.1170 0.00 -0.01 -0.01 0.415
H 3.3837 -4.2663 -4.7458 -0.01 0.00 0.00 0.445
H 5.3874 -1.8042 -2.8525 0.01 -0.01 -0.02 0.296
H 5.4251 -3.2578 -3.8585 0.00 0.02 0.00 0.449
H 4.8455 -3.3389 -2.1851 0.01 -0.01 -0.01 0.374
S -2.1785 -2.4789 7.5782 -0.01 0.02 0.03 -0.227
C -1.9316 -4.1535 7.8344 -0.02 0.02 0.02 -0.355
C -1.1910 -4.7024 6.8363 0.01 0.03 -0.06 -0.619
C -0.8213 -3.7541 5.8443 0.05 -0.07 0.02 -0.501
C -1.2795 -2.4907 6.1052 -0.03 0.10 -0.03 0.498
C -1.1158 -1.2707 5.3105 -0.02 -0.03 0.09 0.510
C -0.3310 -1.2884 4.1647 0.12 0.04 -0.01 -0.514
N -0.1931 -0.2424 3.3594 -0.22 0.21 0.05 0.736
C -0.8472 0.9334 3.6603 0.07 -0.13 -0.04 -0.030
C -1.6064 1.0599 4.8509 -0.02 0.09 0.02 0.141
C -2.2024 2.3530 5.1159 0.00 -0.09 -0.03 -1.370
C -2.0500 3.3847 4.2634 0.06 0.02 -0.05 -0.993
C -1.3029 3.2516 3.0287 -0.06 0.03 0.00 0.088
C -1.1129 4.2661 2.1163 0.05 0.02 0.04 -0.897
C -0.3377 4.0408 0.9502 -0.14 0.09 0.00 0.345
C 0.1824 2.7658 0.7734 -0.12 -0.26 -0.15 -1.441
N -0.0404 1.7469 1.5864 0.03 -0.01 0.09 1.423
C -0.7388 1.9795 2.7544 0.04 0.05 -0.01 -0.033
C -0.1234 5.0746 -0.0541 -0.03 -0.12 0.02 0.994
C -0.5288 6.3814 -0.0380 0.00 0.14 -0.05 -0.706
C -0.2145 7.0909 -1.2325 -0.07 -0.01 0.07 -0.672
C 0.4271 6.3231 -2.1491 0.00 -0.03 -0.01 -0.653
S 0.6647 4.7257 -1.5609 0.03 -0.03 -0.02 0.038
C -1.7362 -0.0479 5.6559 -0.07 -0.09 0.04 -0.632
H -2.3423 -4.6325 8.7079 0.01 -0.01 -0.01 0.440
H -0.9154 -5.7466 6.8035 0.01 0.01 0.00 0.374
H -0.2280 -4.0038 4.9763 -0.01 -0.01 0.01 0.461
H 0.2279 -2.1697 3.8743 -0.01 0.01 -0.04 0.488
H -2.7781 2.4717 6.0260 0.02 0.02 0.01 0.430
H -2.4808 4.3526 4.4912 -0.03 -0.02 0.00 0.456
H -1.5475 5.2393 2.3106 0.01 -0.01 -0.02 0.432
H 0.7628 2.5317 -0.1111 0.05 0.02 0.02 0.376
H -1.0215 6.8397 0.8071 -0.02 -0.03 -0.01 0.484
H -0.4685 8.1282 -1.3984 0.04 0.01 0.02 0.411
H 0.7817 6.5992 -3.1288 0.01 0.02 0.02 0.499
H -2.3329 0.0211 6.5591 0.01 0.02 0.00 0.439
O 3.6441 -1.4040 3.7889 -0.19 0.06 -0.25 -0.808
Se 3.1554 -1.0467 2.3043 0.60 -0.26 0.31 1.344
O 1.7357 -1.8789 1.8862 -0.26 0.30 -0.05 -0.459
O 2.4314 0.4871 2.1943 -0.10 -0.13 -0.16 -0.267
O 4.2877 -1.1564 1.1522 -0.28 0.02 0.12 -0.579
C -4.3836 3.8238 -2.3084 0.00 0.07 -0.06 -1.386
C -3.9506 3.3213 -3.6846 -0.01 -0.17 0.18 0.774
C -4.6514 2.0092 -4.0270 -0.01 0.04 -0.06 -1.470
C -2.4303 3.1773 -3.7902 0.01 0.05 -0.08 -1.195
N -1.8878 2.1268 -2.9395 -0.21 0.00 -0.06 1.098
C -1.6988 2.1082 -1.6184 0.06 0.05 0.10 -1.429
N -1.2593 0.9252 -1.2667 -0.14 -0.10 -0.26 0.320
N -1.2002 0.2087 -2.4138 0.00 0.08 -0.01 -0.083
N -1.5756 0.9155 -3.4186 0.05 -0.03 0.08 -1.014
H -5.4399 4.0943 -2.3195 0.00 -0.02 0.01 0.436
H -3.8148 4.7052 -2.0021 -0.01 -0.01 0.01 0.372
H -4.2553 3.0495 -1.5491 0.00 0.01 0.01 0.259
H -4.2244 4.0731 -4.4303 0.04 0.02 -0.01 0.356
H -4.4061 1.2370 -3.2947 0.00 0.00 0.00 0.256
H -4.3553 1.6398 -5.0102 -0.01 0.00 0.00 0.371
H -5.7339 2.1407 -4.0218 0.00 0.00 0.00 0.443
H -1.9342 4.1100 -3.5167 0.03 -0.01 -0.01 0.324
H -2.1495 2.9106 -4.8078 0.06 0.01 0.01 0.371
H -1.8603 2.9498 -0.9657 0.01 -0.01 0.00 1.078
C 4.5905 3.3331 -1.9974 -0.05 0.00 0.02 -0.698
N 4.2068 3.8593 -0.7007 0.16 0.12 0.00 -0.119
C 4.0651 3.1824 0.4661 0.01 -0.12 0.25 0.264
S 3.0496 3.7636 1.6701 0.11 0.27 -0.12 -0.405
N 4.7299 2.0264 0.6510 -0.06 -0.09 -0.15 0.062
C 5.9177 1.5312 -0.0215 0.05 0.09 0.07 -0.929
H 4.0533 3.8950 -2.7601 0.01 0.00 -0.01 0.342
H 4.3047 2.2864 -2.0980 -0.04 0.03 -0.02 -0.001
H 5.6599 3.4267 -2.1948 0.01 -0.04 0.01 0.332
H 3.6933 4.7249 -0.6933 -0.05 -0.02 0.00 0.329
H 4.4450 1.5382 1.4872 -0.05 0.01 -0.03 0.056
H 5.7158 1.1217 -1.0113 0.01 -0.05 0.02 0.160
H 6.3197 0.7275 0.5891 -0.01 -0.01 -0.01 0.313
H 6.6710 2.3162 -0.1133 -0.01 0.01 -0.01 0.400
```
Positions in Å, forces in eV/Å.

Summary:
maximum force = 1.00 eV/A
highest occupied orbital energy (alpha / beta) = -4.8 / -7.2 eV
HOMO-LUMO gap (alpha / beta) = 0.160 / 0.243 Ha
2S+1 = 5
energy above the lowest of the compared OMol25 structures with the same formula, charge and spin = 0.418 eV
<S²> = 6.0517

---

# 4
Entry from the OMol25 dataset: 2 unconnected molecules or ions with the total composition C7H19N3O at a distorted geometry (ωB97M-V with the def2-TZVPD basis set).

The geometry in XYZ format:
```
30
Properties=species:S:1:pos:R:3:forces:R:3:nbo_charge:R:1
C 2.7389 -0.3329 1.6870 -0.52 1.01 0.86 -0.470
C 2.3534 -0.4312 -0.5778 0.04 0.80 0.06 0.257
C 0.4764 2.8212 -0.8468 0.35 0.29 -0.29 -0.607
C -0.8089 2.2151 -0.3363 -0.26 -0.05 0.22 -0.395
C -0.7542 0.7172 -0.0083 -0.67 0.26 0.54 -0.227
C -2.4461 -0.9380 0.8946 0.57 -0.45 -0.08 -0.214
C -2.2675 -1.9241 -0.2489 -0.15 -0.51 -0.49 -0.639
H 1.7237 -0.3865 2.1469 0.50 -0.01 -0.12 0.181
H 3.3794 0.2671 2.3804 -0.63 -0.38 -0.62 0.212
H 3.1578 -1.3519 1.6727 -0.19 0.26 -0.31 0.195
H 2.6534 -0.2117 -1.6075 -0.64 0.10 0.10 0.188
H 0.9717 -1.5626 0.3327 -0.25 0.08 0.54 0.366
H 1.2255 -2.7806 -1.8078 -0.13 0.02 -0.17 0.476
H 1.0013 2.1156 -1.4963 0.17 0.06 0.16 0.201
H 1.1386 3.1536 -0.0332 -0.10 -0.33 -0.32 0.214
H 0.2559 3.6920 -1.4700 0.06 0.06 0.13 0.205
H -1.1509 2.7670 0.5586 0.05 -0.36 -0.35 0.211
H -1.5957 2.3395 -1.0970 0.11 0.00 0.15 0.184
H -0.5076 0.1252 -0.9036 -0.02 0.17 0.02 0.171
H 0.0178 0.5075 0.7428 -0.15 0.09 0.05 0.178
H -2.7279 0.7057 -0.2056 -0.16 0.02 0.34 0.340
H -3.4781 -0.9028 1.2361 -0.13 -0.17 0.03 0.195
H -1.8455 -1.3083 1.7439 -0.10 0.42 -0.10 0.176
H -1.2096 -2.0131 -0.5596 -0.56 0.02 0.15 0.210
H -2.6347 -2.9235 0.0277 0.17 0.18 -0.04 0.208
H -2.8477 -1.6130 -1.1376 0.24 -0.04 0.30 0.199
N 2.7053 0.3320 0.3663 1.47 -0.96 0.54 -0.466
N 1.6472 -1.6075 -0.4056 0.30 -0.50 -0.84 -0.361
N -2.0969 0.4193 0.5421 0.40 0.44 -0.40 -0.620
O 0.9250 -1.8905 -1.5901 0.21 -0.50 -0.07 -0.571
```
Positions in Å, forces in eV/Å.

Summary:
maximum force = 1.84 eV/A
highest occupied orbital energy = -8.7 eV
HOMO-LUMO gap = 0.346 Ha
SMILES = C/N=C\NO.CCCNCC
energy above the lowest of the compared OMol25 structures with the same formula, charge and spin = 1.058 eV

---

- Number 2 is which compound?
  C6H10O